[1]
Formula: C20H17IN7O4ReSbSe4
Source: the OMol25 dataset
Level of theory: ωB97M-V/def2-TZVPD

LUMO level (alpha / beta)	-1.1496 / -1.8004	eV
multiplicity	4
⟨S²⟩	3.783
E_HOMO (alpha / beta)	-7.60 / -7.65	eV

Last column: Mulliken spin population.
Atoms and positions in Å:
Re 0.89 1.92 -0.36  2.3076
N 1.27 1.68 3.92  0.0079
C 0.39 1.75 2.92  0.0293
N 1.05 1.80 1.79  -0.0080
C 2.37 1.73 2.17  0.0470
N 2.53 1.67 3.46  -0.0010
C 3.41 1.76 1.16  -0.0298
C 4.76 1.74 1.45  -0.0143
N 5.68 1.78 0.51  0.0146
C 5.26 1.86 -0.75  0.0011
C 3.91 1.89 -1.07  -0.0054
N 2.98 1.83 -0.12  -0.0719
H 1.10 1.62 4.91  -0.0004
H -0.69 1.79 3.03  0.0021
H 5.08 1.68 2.49  -0.0002
H 6.01 1.91 -1.52  0.0012
H 3.58 1.98 -2.10  0.0147
Se 2.98 4.94 -3.71  0.0724
Sb 0.84 4.36 -2.83  0.0446
Se 0.78 1.74 -2.72  0.2592
Se 1.05 4.29 -0.18  0.2227
Se -1.36 5.21 -3.27  0.0760
O -3.00 -4.01 0.32  0.0000
C -3.95 -3.14 -0.24  0.0000
N -3.35 -1.83 -0.17  0.0003
C -4.05 -0.74 -0.54  -0.0013
O -5.19 -0.81 -0.95  0.0000
C -3.35 0.58 -0.43  -0.0164
C -4.12 1.74 -0.37  0.0043
C -3.49 2.96 -0.30  -0.0040
C -2.10 3.00 -0.28  0.0035
N -1.35 1.90 -0.34  -0.0065
C -1.97 0.71 -0.42  -0.0784
H -3.32 -4.92 0.27  0.0000
H -4.89 -3.14 0.32  0.0000
H -4.18 -3.39 -1.28  0.0000
H -2.42 -1.81 0.23  0.0002
H -5.20 1.65 -0.40  -0.0002
H -4.04 3.89 -0.28  -0.0001
H -1.58 3.95 -0.25  0.0232
H -1.33 -0.15 -0.52  0.0550
I -0.51 -7.08 -0.95  0.0001
C 0.14 -5.11 -0.59  0.0012
C 1.04 -4.85 0.43  -0.0004
C 1.44 -3.55 0.68  0.0010
C 0.93 -2.51 -0.09  -0.0028
C 0.04 -2.78 -1.13  0.0036
C -0.36 -4.08 -1.38  0.0012
C 1.32 -1.09 0.24  0.0119
O 2.10 -0.86 1.16  0.0129
O 0.71 -0.20 -0.48  0.0238
H 1.43 -5.67 1.03  0.0000
H 2.13 -3.32 1.47  -0.0002
H -0.33 -1.98 -1.75  -0.0011
H -1.05 -4.29 -2.19  0.0000

=====

[2]
Formula: C20H17N3O
Source: the OMol25 dataset
Level of theory: ωB97M-V/def2-TZVPD

LUMO level	0.6487	eV
SMILES	COc1ccc([C@@H](c2ccccc2)n2nnc3ccccc32)cc1
E_HOMO	-8.59	eV

Last column: Löwdin charge in e.
Atoms and positions in Å:
C -5.00 -1.93 -0.02  -0.0817
O -4.01 -2.41 0.90  -0.0833
C -3.20 -1.44 1.44  -0.2611
C -2.18 -1.85 2.31  -0.0054
C -1.34 -0.91 2.87  -0.0405
C -1.54 0.47 2.66  -0.1675
C -0.78 1.48 3.55  -0.1351
C -0.06 2.62 2.79  -0.1603
C 1.09 3.14 3.40  -0.0631
C 1.73 4.29 2.94  -0.0780
C 1.25 4.90 1.78  -0.0991
C 0.30 4.25 1.00  -0.0830
C -0.27 3.04 1.44  -0.0207
C -2.43 0.85 1.66  -0.0398
C -3.31 -0.07 1.10  -0.0059
H -5.63 -2.78 -0.25  0.0856
H -5.62 -1.12 0.40  0.0922
H -4.55 -1.52 -0.94  0.1016
H -2.04 -2.92 2.54  0.1259
H -0.59 -1.21 3.59  0.1136
H -0.02 0.87 4.09  0.1413
H 1.51 2.64 4.27  0.1155
H 2.52 4.75 3.52  0.1044
H 1.62 5.89 1.51  0.1016
H -0.04 4.73 0.07  0.1043
H -0.92 2.55 0.70  0.0898
H -2.62 1.89 1.35  0.1133
H -4.10 0.25 0.41  0.0983
C -3.62 0.21 7.43  -0.0846
C -2.72 0.26 6.33  -0.0067
C -2.38 1.51 5.82  -0.1391
C -2.92 2.66 6.38  -0.2352
C -3.82 2.61 7.46  -0.0145
C -4.15 1.37 8.00  -0.0951
N -2.41 3.76 5.69  0.0757
N -1.55 3.31 4.81  0.0324
N -1.55 1.99 4.75  0.0005
H -3.91 -0.74 7.84  0.0950
H -2.28 -0.61 5.84  0.1015
H -4.21 3.54 7.86  0.1071
H -4.80 1.26 8.86  0.1002

=====

[3]
Formula: C20H18BCo2N2O6
Source: the OMol25 dataset
Level of theory: ωB97M-V/def2-TZVPD

LUMO level	2.0952	eV
net charge	-1
E_HOMO	-3.30	eV

Last column: Löwdin charge in e.
Atoms and positions in Å:
O -5.97 -8.99 3.59  0.0810
C -5.95 -8.43 4.60  -0.1639
Co -6.09 -7.58 6.14  0.0212
C -5.43 -8.63 7.39  -0.1858
O -5.13 -9.22 8.34  0.0560
C -4.90 -6.30 6.06  -0.1513
O -4.21 -5.36 6.10  0.0777
C -8.23 -7.35 6.45  -0.2168
C -7.45 -6.48 7.19  -0.3033
C -6.96 -6.39 8.46  -0.0447
C -6.46 -5.21 9.10  -0.2090
C -5.69 -5.34 10.28  -0.0371
C -5.11 -4.23 10.87  -0.0996
C -5.32 -2.96 10.31  -0.0977
C -6.11 -2.80 9.17  -0.0731
C -6.69 -3.92 8.57  -0.0053
Co -8.65 -5.86 5.49  0.0246
C -8.75 -6.57 3.90  -0.1816
O -8.79 -7.06 2.84  0.0671
C -7.84 -4.33 5.25  -0.2008
O -7.26 -3.34 5.16  0.0746
C -10.21 -5.54 6.16  -0.1929
O -11.21 -5.34 6.72  0.0648
H -8.89 -8.14 6.84  0.0711
H -6.98 -7.32 9.05  0.1211
H -5.57 -6.36 10.66  0.1124
H -4.49 -4.37 11.77  0.0956
H -4.88 -2.09 10.80  0.0906
H -6.29 -1.81 8.72  0.1052
H -7.31 -3.84 7.68  0.0879
H -2.00 -6.23 5.20  0.0174
B -0.99 -6.39 4.44  -0.3406
H -1.11 -7.44 3.81  0.0281
H -0.85 -5.41 3.70  0.0261
C 0.29 -6.49 5.34  -0.2147
N 1.57 -6.61 4.91  -0.0920
C 1.97 -6.68 3.53  -0.0240
C 2.44 -6.66 5.98  -0.0527
C 1.68 -6.57 7.11  -0.0479
N 0.37 -6.47 6.70  -0.0836
C -0.76 -6.36 7.59  -0.0187
H 3.07 -6.77 3.49  0.0870
H 1.52 -7.54 3.03  0.1019
H 1.67 -5.77 2.98  0.0995
H 3.50 -6.76 5.85  0.1124
H 1.95 -6.58 8.15  0.1141
H -0.39 -6.35 8.62  0.0891
H -1.33 -5.44 7.39  0.1029
H -1.46 -7.21 7.45  0.1079

=====

[4]
Formula: C20H18BF5NO4S2Ta
Source: the OMol25 dataset
Level of theory: ωB97M-V/def2-TZVPD

LUMO level	-8.1247	eV
net charge	+2
E_HOMO	-15.08	eV

Last column: Löwdin charge in e.
Atoms and positions in Å:
Ta 0.88 -0.16 0.02  1.7096
F 7.70 -1.03 1.12  0.1943
C 6.40 -1.20 1.19  -0.1066
C 5.58 -0.46 0.34  -0.1272
F 6.08 0.40 -0.53  0.1712
C 4.22 -0.67 0.44  -0.1888
F 3.36 0.04 -0.36  -0.0074
C 3.65 -1.55 1.34  -0.4542
S 1.91 -1.75 1.36  0.8237
C 4.49 -2.27 2.17  -0.2173
F 3.98 -3.13 3.04  0.1402
C 5.86 -2.09 2.10  -0.1172
F 6.66 -2.78 2.89  0.1850
C -3.12 2.13 -0.93  0.0183
C -2.09 2.23 0.17  -0.3755
C -1.31 3.52 0.09  0.0085
O -1.08 1.09 -0.04  -0.0399
B -0.71 0.74 1.25  -0.6915
O -1.44 1.22 2.25  0.1751
C -2.61 1.88 1.60  -0.4207
C -2.97 3.09 2.43  0.0203
C -3.72 0.85 1.61  0.0096
H -2.67 2.37 -1.89  0.1060
H -3.92 2.85 -0.75  0.1187
H -3.56 1.13 -0.98  0.0945
H -0.84 3.61 -0.89  0.1044
H -0.55 3.59 0.88  0.1045
H -1.99 4.37 0.20  0.1165
H -2.12 3.75 2.58  0.0992
H -3.33 2.77 3.41  0.1102
H -3.77 3.65 1.95  0.1140
H -3.47 -0.02 1.00  0.0890
H -4.65 1.27 1.22  0.1108
H -3.89 0.52 2.63  0.1120
S -2.09 -3.71 -0.08  1.2277
C -1.33 -2.36 0.57  -0.4283
N -0.65 -1.63 -0.29  -0.1879
C -0.73 -2.15 -1.59  -0.2981
C -0.14 -1.61 -2.73  -0.0152
C -0.30 -2.29 -3.92  -0.0240
C -1.05 -3.48 -3.98  -0.0250
C -1.65 -4.01 -2.86  -0.0333
C -1.47 -3.33 -1.65  -0.4210
H -1.38 -2.12 1.62  0.1099
H 0.39 -0.66 -2.74  0.0990
H 0.14 -1.89 -4.83  0.1279
H -1.16 -3.98 -4.93  0.1291
H -2.24 -4.91 -2.91  0.1310
O 1.40 1.17 -1.49  -0.1322
C 1.71 2.10 -0.67  -0.3478
O 1.57 1.83 0.56  -0.0842
H 2.08 3.07 -1.02  0.1831

=====

The records above yield relative energy (zero: lowest compared OMol25 entry of this formula, charge and spin) values of 0.0 27.4 115.9 0.0 kJ/mol, respectively.
The records above yield total energy values of -317793.679 -27531.221 -112224.573 -68185.022 eV, respectively.